1.
{
  "formula": "C17H43BNO13V2",
  "method": "ωB97M-V with the def2-TZVPD basis set",
  "orbital_gap_ev": [8.34, 9.04],
  "charge": -1,
  "multiplicity": 3,
  "lumo_energy_ev": [2.258, 2.258],
  "s_squared": 2.041,
  "homo_ev": [-6.084, -6.787],
  "symbols": ["O", "V", "O", "V", "C", "O", "O", "O", "C", "O", "O", "O", "B", "H", "H", "H", "H", "C", "O", "C", "C", "N", "C", "C", "O", "C", "H", "H", "H", "H", "H", "H", "H", "H", "H", "H", "H", "H", "H", "H", "H", "C", "C", "C", "O", "H", "H", "H", "H", "H", "H", "H", "H", "C", "C", "C", "O", "H", "H", "H", "H", "H", "H", "H", "H", "C", "C", "C", "O", "H", "H", "H", "H", "H", "H", "H", "H"],
  "coordinates": [[-4.42725, 1.07232, -1.01832], [-3.35089, 0.13352, -0.39038], [-0.04677, -0.92132, -3.43987], [-0.38755, -1.18213, -1.92439], [-2.98130, -1.88692, -2.04712], [-1.93414, -2.68644, -1.96826], [-2.66318, -0.70041, -2.43629], [-3.78178, -1.86803, -1.02543], [-0.69426, 0.96682, -0.39694], [-1.70352, 1.74456, -0.49065], [0.33187, 0.81022, -1.17615], [-1.14760, -0.22435, -0.07670], [-4.07265, -0.28524, 1.67797], [-3.85707, 0.83527, 1.38908], [-3.07328, -0.87700, 1.47964], [-4.43396, -0.32189, 2.81554], [-4.86828, -0.70644, 0.93729], [3.37620, -3.97280, 2.13500], [2.59084, -3.42934, 1.10712], [3.15120, -2.26159, 0.55385], [2.11867, -1.51173, -0.25847], [1.29220, -2.40129, -1.12358], [2.10318, -3.19458, -2.07390], [1.29435, -4.28298, -2.75172], [0.33554, -3.70722, -3.58828], [-0.62935, -4.62568, -4.02022], [4.41606, -4.14161, 1.83338], [2.91517, -4.90971, 2.44186], [3.37434, -3.31252, 3.01318], [4.03748, -2.49911, -0.06157], [3.57245, -1.61247, 1.33477], [2.64334, -0.76691, -0.86357], [1.46320, -0.94003, 0.39730], [1.04053, -3.11986, -0.43479], [2.91932, -3.72670, -1.57443], [2.53445, -2.53936, -2.83200], [0.86466, -4.98212, -2.02188], [2.00652, -4.85394, -3.37113], [-0.19580, -5.50264, -4.52304], [-1.28348, -4.12714, -4.73405], [-1.26269, -4.96446, -3.19348], [-3.69804, 5.18106, -0.76474], [-2.19812, 5.14597, -1.04517], [-1.57868, 6.51461, -1.25157], [-1.51992, 4.49405, 0.01893], [-3.82967, 5.59911, 0.23895], [-4.14317, 4.18720, -0.78199], [-4.23517, 5.82062, -1.47030], [-2.05879, 4.55120, -1.95974], [-1.49609, 7.04936, -0.30225], [-2.13407, 7.10023, -1.98270], [-0.55254, 6.37079, -1.59870], [-1.54809, 3.54261, -0.17470], [2.16890, 3.92683, -0.55897], [3.16935, 2.79317, -0.36079], [3.09570, 2.23183, 1.05461], [2.90878, 1.73894, -1.28892], [1.15107, 3.54700, -0.46487], [2.29315, 4.31149, -1.57141], [2.35585, 4.71500, 0.17129], [4.18168, 3.13676, -0.58679], [3.66591, 1.31498, 1.19964], [2.04805, 2.02701, 1.30241], [3.43396, 2.97121, 1.78936], [1.97484, 1.48737, -1.17102], [0.15695, -2.01085, 4.47161], [-0.79921, -1.28689, 3.54395], [-0.58960, 0.21829, 3.60972], [-0.54803, -1.76181, 2.22542], [1.18555, -1.74936, 4.20009], [0.14054, -3.09654, 4.32074], [-0.05727, -1.83171, 5.52419], [-1.83828, -1.50232, 3.81703], [-0.72701, 0.58198, 4.63368], [-1.38600, 0.71384, 3.04197], [0.37703, 0.56324, 3.24147], [-0.95632, -1.11300, 1.63022]],
  "mulliken_charge": [-0.524, 0.626, -0.442, 0.802, 1.166, -0.690, -0.743, -0.674, 1.383, -1.030, -0.832, -0.099, 0.260, -0.005, -0.139, -0.235, -0.089, -0.825, -0.283, -1.075, -0.224, 1.036, -0.768, -0.823, -0.169, -0.902, 0.323, 0.271, 0.268, 0.419, 0.559, 0.321, -0.141, 0.158, 0.306, 0.363, 0.378, 0.417, 0.347, 0.259, 0.322, -1.263, 0.907, -1.442, -0.562, 0.293, 0.227, 0.369, 0.206, 0.309, 0.389, 0.299, 0.298, -0.928, 0.327, -0.874, -0.595, 0.007, 0.332, 0.397, 0.335, 0.189, 0.041, 0.460, 0.406, -1.465, 0.836, -1.153, -0.449, 0.240, 0.350, 0.408, 0.190, 0.456, 0.217, 0.165, -0.193]
}


2.
{
  "formula": "C6H12N2O",
  "method": "ωB97M-V with the def2-TZVPD basis set",
  "orbital_gap_ev": [7.50, 7.51],
  "charge": 0,
  "lumo_energy_ev": [-0.067, -0.066],
  "smiles": "[H]/N=C1/C[C@H]1C.[H]/N=C(/C)O",
  "homo_ev": [-7.571, -7.572],
  "symbols": ["H", "N", "C", "C", "C", "C", "H", "H", "H", "H", "H", "H", "H", "N", "C", "C", "O", "H", "H", "H", "H"],
  "coordinates": [[1.02697, -1.57361, 2.26180], [1.41966, -1.50457, 1.32468], [1.73869, -0.47150, 0.76458], [2.15940, 0.06968, -0.50911], [0.96986, 0.91263, -0.14149], [0.32101, 1.52491, -1.34668], [1.96956, -0.63041, -1.32145], [3.17719, 0.47098, -0.50604], [1.20343, 1.72353, 0.54719], [0.96428, 2.25433, -1.85410], [0.07493, 0.76433, -2.09321], [-0.55318, 2.09933, -1.03127], [-2.23959, -0.73315, -1.76690], [-2.44238, -0.25974, -0.88350], [-1.48486, -0.49634, -0.04474], [-1.70530, -0.16150, 1.40080], [-0.59134, -1.52438, -0.37599], [-0.99473, -0.61305, 2.09341], [-2.69501, -0.50156, 1.72000], [-1.67801, 0.92326, 1.51259], [-0.64058, -2.27316, 0.24942]],
  "mulliken_charge": [0.313, -0.608, 0.500, -0.572, -0.092, -1.371, 0.254, 0.322, 0.251, 0.382, 0.316, 0.351, 0.295, -0.709, 0.687, -0.934, -0.515, 0.216, 0.351, 0.226, 0.335]
}